1.
Entry from the OMol25 dataset: a 2-piece molecular cluster, C2H8Si2 overall (wB97M-V/def2-TZVPD).

Calculated values
- Relative energy (zero: lowest compared OMol25 entry of this formula, charge and spin): 60.3 kcal/mol
- 2S+1: 1
- Lowest unoccupied orbital energy: -1.14 eV
- HOMO level: -8.85 eV
- Total charge: 0

The geometry in XYZ format:
```
12
Properties=species:S:1:pos:R:3:forces:R:3:nbo_charge:R:1
C 0.35346 0.88900 -1.31439 -1.8 -0.9 0.5 -0.5954
H 0.12899 1.82495 -1.86886 0.7 -0.9 -0.1 0.2261
H 0.68913 0.05232 4.23231 0.7 -0.1 0.1 -0.2914
H -0.60204 -1.34991 3.08386 0.1 0.4 0.3 -0.2802
H -2.05565 0.31689 -0.32140 -1.2 0.4 0.9 -0.1742
Si -1.06197 -0.37348 -1.04437 2.5 0.0 0.4 0.8573
H 1.68952 -0.00644 0.23852 -0.6 0.3 -1.9 0.2025
C 1.48407 0.67411 -0.65962 0.3 -0.2 1.5 -0.3648
Si -0.72263 0.01656 3.80742 -0.8 -0.3 -0.4 0.5721
H 2.28065 1.33801 -0.83982 1.1 0.9 0.0 0.1834
H -0.49485 -1.63813 -0.45143 -0.2 0.6 0.4 -0.1578
H -1.54143 -0.90688 -2.24543 -0.8 -0.3 -1.6 -0.1777
```
Forces are in eV/Å.

***

2.
Entry from the OMol25 dataset: a 2-piece molecular cluster, C16H27FIN4O8 overall (wB97M-V/def2-TZVPD).

Calculated values
- Relative energy (zero: lowest compared OMol25 entry of this formula, charge and spin): 0.0 kcal/mol
- 2S+1: 1
- Lowest unoccupied orbital energy: 1.89 eV
- HOMO level: -4.81 eV
- Total charge: -1

The geometry in XYZ format:
```
57
Properties=species:S:1:pos:R:3:forces:R:3:nbo_charge:R:1
H 5.76906 0.86697 1.67104 -0.2 0.1 1.7 0.1972
H 1.04703 -0.29552 2.50854 1.5 0.3 -1.0 0.2110
C -6.03496 -1.93046 -4.26167 0.0 -0.1 0.0 -0.6146
H -1.56092 -4.00933 -3.22281 0.0 0.0 -0.1 0.1912
H 0.35558 4.32929 3.37736 0.4 0.1 -1.9 0.1975
H -4.02560 -2.36676 -4.87489 0.0 0.0 -0.2 0.1565
O 8.01466 2.42181 4.50389 -2.1 -2.7 -4.0 -0.5498
H 3.40910 1.71280 1.70715 -1.1 -1.3 0.7 0.2299
O -0.23488 2.03548 2.87068 1.1 0.6 -2.6 -0.4058
C -2.75729 -2.38914 -2.38960 0.0 0.3 0.0 -0.2123
C 4.16992 0.14294 3.10562 -0.3 0.4 -0.5 -0.4162
C -4.53292 -1.93910 -4.00116 -0.1 -0.1 0.1 -0.2137
H 7.78170 2.18509 2.44902 -0.9 -0.9 1.4 0.1399
O -1.93746 1.01776 3.47592 0.0 2.2 -0.5 -0.2560
N 3.04110 4.10750 4.90535 -2.1 1.6 -5.3 -0.3824
H -4.31613 -4.37544 -1.63749 0.1 0.2 -0.1 0.1968
C 1.84707 -0.00214 1.72503 -1.6 1.2 1.2 -0.4666
C 0.76292 4.20872 2.30409 -1.2 0.6 -0.1 0.1972
H 1.13692 6.13141 1.83934 -0.8 -0.6 -0.4 0.3595
H -5.71240 -3.98157 -2.57375 0.0 0.1 -0.1 0.1845
C -4.20095 -5.00466 -3.68808 0.0 -0.3 0.0 -0.6373
H 4.18468 -0.89409 2.61339 0.4 1.5 0.9 0.2111
H -2.58628 -2.78522 -1.38236 -0.2 -0.1 -0.1 0.1954
C 2.61249 4.29513 3.78764 1.3 -2.9 1.0 0.5095
H -1.86145 -2.68758 -4.36720 0.0 0.0 0.0 0.1969
C -4.61814 -3.99383 -2.61969 -0.3 0.1 0.0 -0.2149
O 2.23401 4.05589 2.43221 0.6 0.9 4.6 -0.4910
H -3.17800 -5.35000 -3.53706 0.0 0.1 -0.1 0.2061
H -6.58042 -1.49237 -3.42179 0.1 -0.1 0.0 0.2095
H -4.28871 -4.60602 -4.70078 0.0 0.0 0.0 0.2019
O 2.05812 -0.56178 -1.21271 -1.2 2.7 2.7 -0.7461
C 2.92308 0.95652 2.42706 1.0 -0.1 0.6 -0.4174
C 1.89388 0.63786 -0.75887 2.8 1.0 -5.6 0.6817
H 5.22901 2.11647 2.93923 0.3 -1.8 -0.3 0.1777
O 1.07572 2.30090 0.83478 -3.1 -0.6 1.9 -0.5125
H -4.84614 -5.88785 -3.62943 0.0 0.1 0.0 0.2025
H -2.60918 -1.30730 -2.29133 -0.1 -0.1 -0.1 0.2002
F -1.09875 3.30615 1.03156 2.5 -1.5 1.0 -0.3439
C 5.50397 0.99941 2.78615 -2.0 0.3 -0.5 -0.0964
C 1.02774 0.87656 0.61336 2.9 -1.5 -1.7 0.0866
I -0.94312 0.04336 0.15012 0.6 0.2 0.2 0.0988
H -4.21495 -0.89300 -3.93626 0.2 -0.2 0.1 0.2014
H -6.42422 -2.93545 -4.44526 0.0 0.1 0.0 0.1961
C 7.50648 1.82726 3.51554 1.4 0.9 3.7 0.6296
H -0.70661 -2.48655 -3.05212 -0.1 0.0 0.0 0.2409
H 2.45018 1.57523 3.27785 0.5 -1.0 -1.5 0.2074
N -1.60556 2.05541 2.98296 -1.7 -3.1 1.8 0.3875
O 6.61442 0.70632 3.69305 1.3 2.9 -1.5 -0.5356
N 0.52297 5.38907 1.43976 1.4 -1.0 0.7 -0.8103
H 2.27221 -0.96419 1.28404 -0.6 1.7 0.2 0.2658
O 2.43113 1.68445 -1.47995 -2.8 -3.3 4.3 -0.7772
H -6.25175 -1.33257 -5.15154 0.1 0.0 0.1 0.2074
H 0.98522 5.16168 0.53412 -0.6 0.1 0.6 0.3828
H 3.98806 0.03995 4.23450 0.5 0.1 -1.7 0.2163
C 0.10269 2.83226 1.70196 1.6 3.2 -0.2 0.8207
C -1.67196 -2.92895 -3.31905 0.3 0.0 0.0 -0.6407
N -4.15235 -2.61880 -2.76745 0.1 0.0 0.3 -0.4545
```
Forces are in eV/Å.